Entry from OMol25: 2 unconnected molecules or ions with the total composition C5H11O2 (the ωB97M-V functional and the def2-TZVPD basis).

Results
LUMO, hartree: 0.157
M, g/mol: 103.14
ΔE to the lowest compared entry with this formula, charge and spin, kJ/mol: 5.61
DFT total energy, hartree: -347.64753
Gap between HOMO and LUMO, eV: 8.39

```
! wB97M-V def2-TZVPD RIJCOSX def2/J DEFGRID3
* xyz -1 1
H 0.3254 2.8835 2.6133
H -1.0693 0.2095 0.2775
O 0.3833 2.5895 0.6214
H 1.3750 0.7412 -2.4339
O 0.6679 0.9593 2.1479
H -0.5583 -2.7722 0.6008
C 0.4650 2.1359 1.7802
C 0.4984 -0.5249 -0.9094
H 0.8793 -1.4551 -1.3512
H -1.5270 -1.7303 1.6216
C 0.3948 0.5389 -2.0013
H -0.2915 0.2351 -2.8012
C -0.6384 -1.7435 0.9863
C -0.7954 -0.7494 -0.1677
H 0.2453 -1.5167 1.5752
H -1.6076 -1.0908 -0.8163
H 1.2328 -0.1680 -0.1886
H 0.0203 1.4580 -1.5547
*
```